Below is C48H68N7OPRu as an isolated structure, with properties calculated with ωB97M-V with the def2-TZVPD basis set.

Geometry as XYZ:
```
126
C48H68N7OPRu (ωB97M-V with the def2-TZVPD basis set)
Ru -0.39955 0.42695 -0.65088
C 2.36762 5.93609 0.44659
C 2.88557 4.65922 1.11716
C 2.50602 3.42437 0.36833
C 3.26578 2.65413 -0.44404
C 4.70055 2.81891 -0.82533
C 4.86490 3.62611 -2.11684
C 2.38815 1.60941 -0.97111
C 2.77370 0.64312 -1.88427
C 1.94364 -0.31123 -2.44901
C 2.35268 -1.25127 -3.48951
C 3.70974 -1.27878 -4.11233
C 3.85550 -0.24076 -5.22942
C 1.26619 -2.00232 -3.78439
C 0.18646 -1.53779 -2.91748
C -1.08275 -2.08112 -2.88372
C -2.12267 -1.65718 -2.07340
N -2.04734 -0.64496 -1.15856
C -3.29199 -0.53375 -0.59788
C -3.67176 0.41688 0.33120
C -2.88123 1.45433 0.79885
N -1.58703 1.68667 0.43695
C -1.17542 2.78309 1.13609
C 0.09869 3.32283 1.10496
C 1.16344 2.84478 0.36189
N 1.13116 1.75327 -0.45815
C -2.27229 3.29225 1.96064
C -3.32402 2.46563 1.75799
C -4.70339 2.53911 2.32602
C -5.68521 3.23758 1.38067
C -2.18755 4.52191 2.80286
C -2.28643 5.80545 1.97166
C -4.18271 -1.54885 -1.15643
C -3.46518 -2.23100 -2.07919
C -3.90679 -3.32966 -2.98948
C -4.18832 -2.83626 -4.41252
C -5.62117 -1.70481 -0.78600
C -6.53348 -0.78064 -1.59860
N 0.62971 -0.51198 -2.12610
C 1.11424 -3.07407 -4.81303
C 0.39652 -2.57577 -6.07157
H 2.66065 6.81375 1.02071
H 1.27980 5.93755 0.36120
H 2.77517 6.03795 -0.55936
H 2.51214 4.59623 2.14316
H 3.97249 4.70583 1.19465
H 5.16502 1.83619 -0.93633
H 5.23337 3.31053 -0.01005
H 4.32798 3.16163 -2.94612
H 5.91511 3.70187 -2.39428
H 4.47254 4.63589 -1.99490
H 3.80168 0.66221 -2.21664
H 3.90319 -2.27823 -4.50359
H 4.46922 -1.10815 -3.34565
H 3.12397 -0.41300 -6.01906
H 4.84944 -0.28954 -5.67147
H 3.70322 0.77216 -4.85212
H -1.28656 -2.90156 -3.55718
H -4.68606 0.36721 0.70061
H 0.27847 4.19653 1.71523
H -4.66819 3.06586 3.28036
H -5.05834 1.53104 2.55391
H -5.38072 4.26791 1.19629
H -6.68614 3.25187 1.80927
H -5.73767 2.73175 0.41471
H -1.25252 4.51461 3.36908
H -2.98684 4.50045 3.54424
H -1.51404 5.84583 1.20148
H -2.17382 6.68182 2.60812
H -3.25237 5.87190 1.47103
H -4.80286 -3.79317 -2.57549
H -3.14557 -4.11407 -3.01024
H -4.99489 -2.10329 -4.41953
H -4.48028 -3.66692 -5.05315
H -3.31002 -2.36225 -4.85421
H -5.74821 -1.50803 0.28092
H -5.91489 -2.74505 -0.93207
H -6.27063 0.26783 -1.44651
H -7.57366 -0.91430 -1.30562
H -6.45134 -0.99124 -2.66487
H 0.57106 -3.91973 -4.38276
H 2.10093 -3.45530 -5.07798
H -0.59019 -2.17205 -5.83771
H 0.26685 -3.38815 -6.78491
H 0.96807 -1.78550 -6.55835
O 0.15545 -0.53653 1.14997
P 0.89795 -1.51062 2.04987
N -0.01050 -1.71851 3.38921
C 0.50596 -2.07620 4.72034
C -0.45227 -1.35376 5.65689
C -1.79174 -1.51974 4.93975
C -1.44355 -1.36822 3.45472
N 1.19009 -2.91302 1.27314
C 0.97695 -3.17679 -0.15807
C 0.92077 -4.70262 -0.23518
C 1.79927 -5.15049 0.93209
C 1.42702 -4.15943 2.02761
N 2.34434 -0.90804 2.49580
C 2.44736 0.38106 3.20636
C 3.94832 0.54720 3.45420
C 4.59144 -0.27728 2.33959
C 3.67281 -1.48795 2.23859
H 1.54682 -1.77060 4.82545
H 0.45571 -3.15787 4.87957
H -0.18096 -0.29720 5.72353
H -0.45000 -1.77042 6.66208
H -2.54183 -0.79660 5.25550
H -2.19266 -2.51605 5.13220
H -1.58782 -0.34382 3.10251
H -2.04642 -2.02875 2.82692
H 1.80434 -2.77778 -0.75645
H 0.04998 -2.71777 -0.50556
H 1.25807 -5.07791 -1.19995
H -0.10512 -5.04361 -0.07999
H 2.85490 -5.04130 0.67494
H 1.62927 -6.18197 1.23311
H 2.22059 -4.03310 2.76691
H 0.51816 -4.46996 2.55236
H 1.87130 0.37075 4.13442
H 2.05129 1.18516 2.57805
H 4.21930 0.13973 4.42947
H 4.24925 1.59363 3.44012
H 5.62196 -0.55503 2.55248
H 4.57355 0.27841 1.39756
H 3.93124 -2.23190 2.99908
H 3.70084 -1.97189 1.26337
```

Results
2S+1 ... 5
HOMO level (spin up / spin down) ... -12.38 / -13.08 eV
HOMO-LUMO gap (spin up / spin down) ... 6.055 / 5.155 eV
Total charge ... +2
E_LUMO (spin up / spin down) ... -6.3 / -7.9 eV